Computed, not measured: the molecule C6H9FO at a distorted geometry, with ωB97M-V with the def2-TZVPD basis set.

Summary:
* charge: 0
* gap between HOMO and LUMO: 9.681 eV
* E_HOMO: -8.847 eV
* lowest unoccupied orbital energy: 0.8 eV

Cartesian coordinates (Å):
O 2.35 0.61 -1.42
C 1.08 0.07 -1.46
F -2.20 0.15 -0.87
C 0.43 -0.74 -0.34
C -1.13 0.00 1.30
H -1.98 -0.66 1.40
H 2.98 -0.10 -1.62
C -1.31 0.81 -0.03
H 1.01 -0.35 1.71
C 0.22 -0.83 1.15
H -1.68 1.81 0.14
H -1.10 0.63 2.17
C 0.12 0.74 -0.55
H 0.74 1.31 0.18
H -0.38 -1.31 -0.85
H 0.75 -0.31 -2.45
H 0.09 -1.83 1.54

These are the natural (NBO) partial charges, in e, on atoms 1 to 8:
1. O -0.69
2. C 0.16
3. F -0.37
4. C -0.30
5. C -0.44
6. H 0.22
7. H 0.48
8. C 0.23



Computed, not measured: the molecule C2H4NOP at a distorted geometry, with ωB97M-V with the def2-TZVPD basis set.

Summary:
* charge: 0
* gap between HOMO and LUMO: 8.530 eV
* E_HOMO: -9.208 eV
* lowest unoccupied orbital energy: -0.7 eV

Cartesian coordinates (Å):
H 0.54 1.11 0.36
P -3.11 0.49 -0.12
N -1.32 0.56 0.59
H -0.34 1.02 -1.30
C -0.60 -0.68 0.26
O -3.36 -0.94 -0.27
H -1.11 -1.51 -0.18
C -0.18 0.58 -0.28
H 0.11 -0.88 0.99

These are the natural (NBO) partial charges, in e, on atoms 1 to 8:
1. H 0.20
2. P 1.41
3. N -0.71
4. H 0.20
5. C -0.28
6. O -1.00
7. H 0.23
8. C -0.26



Computed, not measured: a cluster of 4 separate species, C25H56BrF3NO3P in total at a distorted geometry, with ωB97M-V with the def2-TZVPD basis set.

Summary:
* charge: 0
* gap between HOMO and LUMO: 3.862 eV
* E_HOMO: -4.592 eV
* lowest unoccupied orbital energy: -0.7 eV

Cartesian coordinates (Å):
H -0.90 -3.04 4.74
H 2.61 1.14 -7.30
H -1.70 -5.32 -1.86
H 3.26 1.17 0.37
C 0.44 1.39 -3.71
C -3.10 3.24 -0.91
C 0.71 4.91 0.91
C 0.13 0.35 -4.83
C 0.39 2.11 -0.84
C -2.86 2.57 -2.27
H 0.14 -3.56 2.84
H 0.05 0.27 4.45
H -2.90 -3.99 -1.76
C -1.94 -4.30 -2.16
H 0.55 1.98 4.42
C -4.28 2.62 -0.21
H -4.15 1.56 -0.02
C 0.67 0.72 -6.19
H 1.31 5.67 1.40
H -0.26 1.88 0.00
O -1.13 -5.27 3.10
C 3.30 1.83 2.24
H 0.05 1.52 -6.60
H -0.25 5.41 0.76
Br -1.94 0.16 1.69
H -1.32 -1.89 -3.23
H -5.27 2.83 -0.63
H -0.53 -3.25 -0.82
F -1.15 -7.40 0.33
H -3.79 2.42 -2.81
H 0.60 1.05 2.96
H 4.12 2.51 2.03
H 2.31 3.87 0.07
H 1.50 1.27 -3.47
H 1.76 -0.96 2.82
H -2.66 0.57 -1.53
H 4.28 0.71 4.00
C -0.89 -3.90 2.78
H 1.26 1.47 -0.67
P -0.34 1.01 -2.10
H 0.65 -6.07 2.31
C 1.46 4.42 -0.33
H -2.37 0.63 -3.19
H -0.95 0.24 -4.91
C 2.18 1.04 -6.30
O -0.64 -7.41 3.05
H 0.96 3.59 -2.31
H 2.06 1.49 6.25
C -0.83 -3.27 -1.87
H -2.06 -4.43 -3.24
H -2.34 3.25 -2.95
C -1.14 -1.80 -2.16
C 0.77 0.98 4.04
H -3.47 4.25 -1.13
C -0.42 -6.28 2.34
H 0.59 -0.22 -6.72
H 0.23 -0.93 -0.67
N 2.20 0.46 4.33
H 0.52 4.11 1.62
C -2.17 1.19 -2.27
H -4.34 3.16 0.74
H 1.00 -1.01 -2.16
H 0.16 2.38 -4.06
C -1.54 -3.13 3.86
C 0.62 3.59 -1.27
C 0.02 -0.81 -1.73
H 1.93 5.23 -0.89
H -2.22 3.24 -0.26
H -1.88 -2.14 3.57
H -2.06 -1.63 -1.60
H 0.39 -0.67 -4.52
H -1.39 -3.61 1.85
C 2.27 0.48 5.91
C 2.18 -1.02 3.82
C 3.39 1.29 3.75
H -0.34 4.09 -1.36
O 3.38 0.84 1.27
H 2.82 0.33 -5.77
H 0.05 -3.68 -2.37
H 1.59 -1.61 4.53
H -2.41 -3.68 4.22
H 2.43 2.46 2.08
H 2.30 1.97 -5.74
H 3.26 2.20 4.35
F -2.03 -5.41 0.67
H 3.28 0.14 6.16
F 0.01 -5.73 0.06
C -0.96 -6.24 0.80
H 1.53 -0.20 6.32
H 3.22 -1.35 3.92

These are the Löwdin partial charges, in e, on atoms 1 to 8:
1. H 0.06
2. H 0.07
3. H 0.06
4. H 0.08
5. C -0.27
6. C -0.27
7. C -0.10
8. C -0.26



Computed, not measured: a structure of composition C37H64CrN4O2 at a distorted geometry, with ωB97M-V with the def2-TZVPD basis set.

Summary:
* charge: 0
* gap between HOMO and LUMO (spin up / spin down): 5.745 / 7.024 eV
* ⟨S²⟩: 6.08
* 2S+1: 5
* E_HOMO (spin up / spin down): -5.590 / -6.865 eV
* lowest unoccupied orbital energy (spin up / spin down): 0.2 / 0.2 eV

Cartesian coordinates (Å):
C -2.47 -2.70 -3.59
N -0.11 -2.02 2.26
N 2.03 0.32 1.68
O -0.07 2.07 1.21
C -0.01 -4.34 -0.57
H -2.10 2.31 -0.25
C 2.03 0.89 4.02
H 0.14 -2.47 1.37
H 0.82 -1.21 4.93
H 3.89 2.15 -3.45
C 2.64 -0.01 2.93
H -1.28 -3.72 2.72
C -3.03 -0.78 2.21
C 2.79 4.02 -3.23
C 3.19 2.77 -4.02
H -0.62 -0.71 -3.68
H 0.69 -7.33 1.05
C 1.97 2.21 0.01
H 2.31 2.17 -4.23
H 1.94 -4.04 0.28
H -0.69 6.33 -0.64
C 2.26 -1.45 -0.37
H 3.63 0.98 0.51
H -1.75 -4.32 -1.82
C 0.00 -6.64 -1.54
H -0.05 -7.71 -1.32
C -1.26 4.29 -0.18
H 0.64 -2.27 2.90
H -3.32 3.59 -0.39
C -0.14 1.91 4.30
Cr 0.12 0.19 1.61
C 2.73 1.38 1.01
H 0.05 2.61 3.49
H -3.19 -0.53 -1.01
H -2.31 -2.29 0.85
H 1.90 -6.27 0.34
C 0.24 -0.30 5.06
H 1.01 4.41 -4.40
H 3.73 0.12 2.90
C -2.56 -2.21 1.91
H 0.16 2.37 5.25
H -4.15 -1.03 -2.40
H -1.65 -5.50 1.28
H -1.51 -2.32 3.79
C -1.44 4.52 1.32
H 3.11 2.10 1.77
C 1.12 -2.19 -0.45
H -0.79 -6.39 -2.25
C 0.90 -6.30 0.76
H -2.99 -2.17 -4.39
C 2.64 2.69 -1.10
C -1.06 -2.33 -1.53
H -1.60 5.55 -1.94
C 1.94 4.90 -4.15
C -1.35 -2.62 2.75
H -1.25 0.28 -2.37
H -1.68 -7.12 0.59
N -2.13 0.20 1.63
C 0.11 3.70 -0.50
C 4.06 4.81 -2.85
H 3.64 2.34 -1.28
C -2.10 -1.72 -2.47
H 4.61 5.09 -3.74
C -0.15 -5.82 -0.25
C -1.52 -0.46 -3.12
H -4.06 -0.66 1.83
H -2.43 6.08 -0.49
H 2.26 -0.45 -0.76
C 0.82 4.13 -1.61
H -2.25 -0.02 -3.80
N 0.58 0.67 4.03
H -3.75 -2.21 -1.14
H 1.72 5.86 -3.68
H 0.88 -5.69 1.66
H 2.47 0.68 5.00
H 0.96 -6.43 -2.00
C 1.08 -3.59 -0.18
C -1.54 -6.07 0.36
H -3.07 -0.62 3.30
H -2.46 1.14 1.83
C -2.31 3.28 -0.68
H -3.14 -3.48 -3.23
H -2.33 -5.76 -0.33
H 0.39 4.89 -2.24
H -2.27 3.20 -1.76
H 4.71 4.21 -2.21
C -1.50 5.64 -0.86
H -2.14 0.09 0.61
C -0.99 -3.71 -1.36
C 0.64 2.64 0.27
C -0.13 -1.53 -0.83
H -3.38 -2.90 2.13
H -1.29 3.60 1.87
H -2.44 4.90 1.53
H 2.23 1.92 3.75
H 3.79 5.71 -2.30
H -0.71 5.25 1.68
H 2.43 -1.06 3.17
H -1.21 1.70 4.34
H 0.45 0.10 6.07
H 3.20 -1.87 -0.05
H -1.58 -3.16 -4.00
H 2.48 5.10 -5.07
C -3.38 -1.35 -1.70
O -0.34 -0.32 -0.44
C 2.06 3.61 -1.97
H -0.82 -0.54 5.01
H 3.66 3.05 -4.96

These are the Löwdin partial charges, in e, on atoms 1 to 8:
1. C -0.06
2. N 0.03
3. N -0.24
4. O -0.22
5. C -0.19
6. H 0.06
7. C -0.18
8. H 0.05



Computed, not measured: a cluster of 2 separate species, CH6NPS in total at a distorted geometry, with ωB97M-V with the def2-TZVPD basis set.

Summary:
* charge: 0
* gap between HOMO and LUMO: 9.423 eV
* E_HOMO: -9.588 eV
* lowest unoccupied orbital energy: -0.2 eV

Cartesian coordinates (Å):
H -1.38 -0.37 -2.70
N 2.72 0.92 1.29
H -1.60 -1.44 -1.45
H 2.67 1.60 0.53
H -0.88 -0.47 2.44
S -0.25 0.28 1.57
C -1.21 -0.42 -1.63
P 1.79 0.06 2.16
H -1.69 0.28 -0.93
H -0.17 -0.44 -1.29

These are the natural (NBO) partial charges, in e, on atoms 1 to 8:
1. H 0.22
2. N -1.17
3. H 0.21
4. H 0.41
5. H 0.15
6. S -0.38
7. C -0.87
8. P 1.01



Computed, not measured: the molecule C4H6N2O, with ωB97M-V with the def2-TZVPD basis set.

Summary:
* charge: 0
* gap between HOMO and LUMO: 10.075 eV
* E_HOMO: -9.432 eV
* lowest unoccupied orbital energy: 0.6 eV

Cartesian coordinates (Å):
C 0.14 -1.19 0.27
O 0.45 2.32 0.56
C -1.03 -0.67 -0.47
H 1.74 -0.20 1.03
C -0.86 0.63 -0.67
H -1.49 1.32 -1.22
N 0.64 -2.36 0.34
H -0.23 2.29 1.25
H 1.21 1.16 -0.85
H -1.84 -1.30 -0.82
N 0.76 -0.06 0.82
H 0.06 -3.02 -0.19
C 0.45 1.07 -0.06

These are the natural (NBO) partial charges, in e, on atoms 1 to 8:
1. C 0.40
2. O -0.69
3. C -0.26
4. H 0.40
5. C -0.18
6. H 0.23
7. N -0.68
8. H 0.47



Computed, not measured: the molecule C4H6O2 at a distorted geometry, with ωB97M-V with the def2-TZVPD basis set.

Summary:
* charge: 0
* gap between HOMO and LUMO (spin up / spin down): 8.659 / 7.941 eV
* E_HOMO (spin up / spin down): -9.244 / -8.912 eV
* lowest unoccupied orbital energy (spin up / spin down): -0.6 / -1.0 eV

Cartesian coordinates (Å):
C -0.95 0.63 -0.85
C -0.25 -1.01 0.82
H 0.08 -2.06 0.71
H 1.75 -0.40 1.37
O -1.80 1.47 -0.87
H 0.59 1.57 -1.96
C 0.39 0.63 -1.40
H -0.46 -0.90 1.93
H 0.49 0.95 1.37
O -1.25 -0.60 -0.06
C 0.81 -0.01 0.97
H 0.62 -0.25 -2.01

These are the natural (NBO) partial charges, in e, on atoms 1 to 8:
1. C 0.73
2. C -0.13
3. H 0.19
4. H 0.21
5. O -0.53
6. H 0.23
7. C -0.55
8. H 0.20



Computed, not measured: a structure of composition C24H17N3SeV, with ωB97M-V with the def2-TZVPD basis set.

Summary:
* charge: 0
* gap between HOMO and LUMO (spin up / spin down): 6.622 / 7.089 eV
* ⟨S²⟩: 3.76
* 2S+1: 4
* E_HOMO (spin up / spin down): -6.732 / -7.311 eV
* lowest unoccupied orbital energy (spin up / spin down): -0.1 / -0.2 eV

Cartesian coordinates (Å):
C 1.49 -1.98 -1.82
C -0.54 1.94 -3.80
C -1.56 1.76 3.62
C -0.29 -0.26 2.92
H -1.10 3.51 -7.30
H -2.66 3.58 4.00
C 1.41 -2.49 0.45
H 2.23 -4.79 3.42
C -2.19 2.97 3.24
C 0.53 2.47 -4.51
C -0.30 -0.64 4.24
N 0.27 -0.90 1.81
N -0.97 1.41 1.31
H 1.21 -1.27 -2.59
C -1.56 2.54 0.99
N 1.11 -1.66 -0.60
H -2.65 1.56 -3.81
H -1.52 2.80 -0.07
H -2.01 1.92 5.73
H 1.17 3.46 -6.30
C 0.33 3.04 -5.76
C -0.94 3.07 -6.32
C -0.92 0.14 5.25
H 3.07 -4.91 -1.26
Se -0.27 1.17 -2.09
C 2.52 -3.99 -1.08
C 2.12 -3.68 0.24
C -2.01 2.54 -5.61
H -2.65 4.29 1.61
H 1.01 -2.77 3.81
C 0.96 -2.10 1.77
C -1.54 1.32 4.96
H 2.98 -5.45 1.16
C 2.01 -4.16 2.57
H -0.89 -0.22 6.27
C -2.19 3.37 1.93
H -3.01 2.56 -6.04
C -1.81 1.97 -4.36
C -0.95 0.99 2.61
C 1.29 -2.97 2.80
C 2.43 -4.53 1.33
H 0.16 -1.55 4.57
C 2.20 -3.15 -2.11
V 0.03 0.03 0.05
H 1.52 2.45 -4.08
H 2.49 -3.36 -3.13

These are the natural (NBO) partial charges, in e, on atoms 1 to 8:
1. C 0.09
2. C -0.12
3. C -0.10
4. C 0.17
5. H 0.21
6. H 0.22
7. C 0.21
8. H 0.21



The calculation returns the following energy values, one per record and in order: -11129.813; -14963.315; -121944.231; -77885.867; -22747.821; -9272.336; -8336.153; -120669.540 eV.